No. 1
ORCA calculation (wB97M-V/def2-TZVPD) on a structure of composition C2H3CdFO at a distorted geometry.

Properties
HOMO level (alpha / beta) (eV): -12.8 / -16.9
Lowest unoccupied orbital energy (alpha / beta) (eV): -5.1 / -6.2
Multiplicity: 2
E (hartree): -420.514461
Energy above the lowest of the compared OMol25 structures with the same formula, charge and spin (kJ/mol): 0.0
Charge: +1

Element x y z (Å)
H1 -0.33 -0.65 -1.45
C1 -0.42 0.15 -0.68
C2 -0.33 -0.51 0.66
O1 0.73 -0.50 1.26
H2 -1.35 0.74 -0.75
F1 0.67 1.01 -0.80
H3 -1.15 -1.20 0.94
Cd1 2.18 0.95 0.82

No. 2
ORCA calculation (wB97M-V/def2-TZVPD) on a structure of composition C48H93BrClIO9Si.

Properties
HOMO level (eV): -8.8
Lowest unoccupied orbital energy (eV): -0.6
E (hartree): -6183.351334
Charge: 0

Element x y z (Å)
C1 -1.14 1.19 4.74
C2 -0.64 1.49 3.32
C3 -0.86 0.28 2.39
C4 0.37 -0.63 2.31
C5 1.53 0.05 1.56
C6 2.05 -0.75 0.36
C7 3.48 -0.39 -0.08
C8 3.75 1.12 -0.09
C9 2.85 1.85 -1.09
C10 2.72 3.36 -0.76
C11 1.58 3.63 0.18
C12 0.29 3.59 -0.15
C13 -0.27 3.28 -1.50
C14 -1.27 4.35 -2.00
C15 -0.73 3.80 0.92
O1 -1.79 3.22 0.87
C16 -0.37 4.76 2.02
C17 -1.30 5.57 2.64
C18 -2.79 5.45 2.35
C19 -3.53 4.57 3.38
O2 -3.65 3.21 3.06
Si1 -4.92 2.69 2.11
C20 -4.67 0.84 1.95
C21 -6.58 3.03 2.90
C22 -4.92 3.44 0.39
C23 -0.86 6.52 3.57
C24 -1.85 7.46 4.23
C25 -2.27 8.66 3.37
C26 -1.14 9.66 3.07
Cl1 -1.18 11.05 4.19
C27 0.50 6.58 3.89
Br1 1.10 7.84 5.19
C28 1.44 5.73 3.29
I1 3.47 5.90 3.79
C29 0.98 4.83 2.34
C30 1.91 3.90 1.61
O3 2.87 3.39 2.14
H1 -2.18 0.87 4.69
H2 -0.53 0.39 5.17
H3 -1.10 2.07 5.37
H4 -1.17 2.36 2.94
H5 0.43 1.71 3.36
H6 -1.70 -0.30 2.79
H7 -1.15 0.61 1.39
H8 0.70 -0.90 3.32
H9 0.08 -1.53 1.76
H10 1.20 1.03 1.22
H11 2.38 0.23 2.23
H12 2.02 -1.81 0.60
H13 1.36 -0.58 -0.48
H14 3.62 -0.79 -1.08
H15 4.22 -0.88 0.56
H16 3.61 1.55 0.90
H17 4.79 1.30 -0.37
H18 3.27 1.75 -2.09
H19 1.85 1.43 -1.08
H20 2.53 3.91 -1.68
H21 3.63 3.77 -0.34
H22 0.53 3.12 -2.22
H23 -0.80 2.33 -1.42
H24 -1.15 4.50 -3.07
H25 -2.29 4.00 -1.83
H26 -1.16 5.29 -1.47
H27 -2.93 5.12 1.33
H28 -3.23 6.44 2.42
H29 -4.51 5.03 3.58
H30 -2.97 4.62 4.32
H31 -5.20 0.46 1.08
H32 -4.96 0.30 2.85
H33 -3.61 0.68 1.79
H34 -6.74 2.44 3.80
H35 -7.33 2.70 2.17
H36 -6.79 4.08 3.10
H37 -3.90 3.48 0.02
H38 -5.52 2.83 -0.29
H39 -5.33 4.45 0.41
H40 -1.47 7.84 5.17
H41 -2.74 6.89 4.47
H42 -3.03 9.20 3.93
H43 -2.73 8.37 2.43
H44 -0.17 9.19 3.15
H45 -1.25 10.07 2.08
C31 1.36 -2.21 7.67
C32 0.01 -2.11 6.99
C33 -0.94 -3.19 7.46
O4 0.14 -2.20 5.57
H46 1.83 -3.17 7.45
H47 2.03 -1.42 7.31
H48 1.27 -2.11 8.75
H49 -0.43 -1.12 7.19
H50 -0.51 -4.16 7.22
H51 -1.90 -3.11 6.95
H52 -1.12 -3.16 8.54
H53 0.50 -3.07 5.37
C34 -9.74 -0.45 -0.42
C35 -8.35 -0.70 0.14
C36 -8.28 -2.00 0.92
O5 -7.95 0.39 0.97
H54 -10.47 -0.38 0.38
H55 -9.76 0.49 -0.98
H56 -10.04 -1.26 -1.09
H57 -7.62 -0.72 -0.67
H58 -8.97 -1.98 1.77
H59 -7.28 -2.16 1.32
H60 -8.55 -2.85 0.29
H61 -8.56 0.45 1.71
C37 -2.28 -4.79 3.99
C38 -1.12 -5.77 4.01
C39 -1.60 -7.21 4.01
O6 -0.28 -5.52 5.13
H62 -2.90 -4.91 4.88
H63 -1.91 -3.76 3.99
H64 -2.91 -4.93 3.11
H65 -0.49 -5.60 3.13
H66 -2.20 -7.41 4.91
H67 -0.76 -7.90 4.02
H68 -2.22 -7.43 3.14
H69 -0.81 -5.67 5.93
C40 3.15 -4.83 -2.11
C41 2.55 -3.71 -2.94
C42 2.52 -4.06 -4.42
O7 3.28 -2.50 -2.73
H70 4.18 -5.02 -2.43
H71 3.17 -4.56 -1.06
H72 2.58 -5.76 -2.23
H73 1.54 -3.50 -2.59
H74 3.53 -4.22 -4.79
H75 2.08 -3.24 -4.99
H76 1.93 -4.96 -4.60
H77 4.19 -2.64 -3.04
C43 5.34 -5.74 -8.48
C44 4.99 -4.66 -7.47
C45 5.75 -3.37 -7.75
O8 5.26 -5.11 -6.14
H78 6.40 -5.98 -8.44
H79 4.78 -6.65 -8.26
H80 5.11 -5.42 -9.49
H81 3.92 -4.46 -7.49
H82 6.83 -3.55 -7.68
H83 5.50 -2.60 -7.02
H84 5.53 -2.99 -8.75
H85 6.20 -5.30 -6.07
C46 7.34 -5.76 -13.20
C47 7.02 -4.70 -12.16
C48 7.75 -3.40 -12.44
O9 7.32 -5.18 -10.85
H86 8.41 -5.99 -13.19
H87 6.80 -6.69 -12.98
H88 7.07 -5.43 -14.20
H89 5.94 -4.52 -12.15
H90 8.83 -3.56 -12.40
H91 7.50 -2.65 -11.68
H92 7.49 -3.00 -13.42
H93 8.27 -5.35 -10.82

No. 3
ORCA calculation (wB97M-V/def2-TZVPD) on a structure of composition C30H29F6NO4OsP2S4SeSi at a distorted geometry.

Properties
HOMO level (alpha / beta) (eV): -7.4 / -7.5
Lowest unoccupied orbital energy (alpha / beta) (eV): -0.4 / -1.6
Multiplicity: 5
E (hartree): -7172.484402
Energy above the lowest of the compared OMol25 structures with the same formula, charge and spin (kJ/mol): 0.0
Charge: 0

Element x y z (Å)
Os1 1.28 0.37 -1.08
S1 2.49 -1.84 -0.66
P1 0.65 -1.92 0.14
C1 0.15 -0.08 0.26
P2 0.34 0.92 1.73
S2 1.90 2.10 1.25
C2 -1.21 1.78 2.04
C3 -2.44 1.33 1.52
C4 -3.60 2.12 1.69
C5 -3.54 3.30 2.43
C6 -2.34 3.69 3.03
C7 -1.19 2.91 2.87
C8 0.59 0.04 3.27
C9 1.89 -0.34 3.58
C10 2.16 -0.94 4.82
C11 1.12 -1.24 5.68
C12 -0.20 -0.91 5.34
C13 -0.48 -0.27 4.13
C14 0.59 -2.90 1.59
C15 -0.64 -3.21 2.24
C16 -0.68 -4.08 3.33
C17 0.49 -4.69 3.77
C18 1.72 -4.43 3.13
C19 1.76 -3.47 2.10
C20 -0.61 -2.64 -0.90
C21 -1.68 -1.93 -1.48
C22 -2.54 -2.56 -2.39
C23 -2.32 -3.88 -2.79
C24 -1.29 -4.59 -2.18
C25 -0.46 -3.99 -1.21
H1 -2.50 0.39 0.96
H2 -4.51 1.73 1.26
H3 -4.44 3.92 2.51
H4 -2.27 4.62 3.61
H5 -0.26 3.20 3.35
H6 2.68 -0.20 2.86
H7 3.20 -1.10 5.14
H8 1.32 -1.79 6.61
H9 -1.04 -1.23 5.98
H10 -1.50 0.04 3.88
H11 -1.56 -2.73 1.89
H12 -1.62 -4.25 3.89
H13 0.46 -5.39 4.62
H14 2.64 -4.93 3.46
H15 2.70 -3.15 1.68
H16 -1.84 -0.88 -1.20
H17 -3.39 -1.98 -2.76
H18 -2.96 -4.36 -3.55
H19 -1.07 -5.63 -2.42
H20 0.34 -4.58 -0.76
F1 1.93 -3.61 -3.49
C26 2.59 -2.55 -4.08
F2 3.69 -2.23 -3.32
F3 3.05 -2.95 -5.31
S3 1.32 -1.19 -4.30
O1 0.62 -0.90 -2.97
O2 0.52 -1.62 -5.40
N1 2.24 0.05 -4.84
S4 2.75 1.28 -3.93
O3 2.74 1.02 -2.44
O4 2.24 2.59 -4.33
C27 4.56 1.32 -4.45
F4 5.18 2.34 -3.76
F5 4.52 1.62 -5.80
F6 5.28 0.16 -4.29
C28 -3.01 3.71 -1.84
Si1 -1.28 4.33 -1.75
C29 -0.72 5.22 -3.30
C30 -0.72 5.31 -0.27
Se1 -0.13 2.34 -2.04
H21 -3.73 4.52 -1.60
H22 -3.18 2.93 -1.10
H23 -3.23 3.32 -2.81
H24 -1.13 6.23 -3.42
H25 -0.96 4.61 -4.19
H26 0.37 5.32 -3.32
H27 -1.44 6.10 -0.02
H28 0.23 5.75 -0.49
H29 -0.60 4.65 0.59

No. 4
ORCA calculation (wB97M-V/def2-TZVPD) on a structure of composition C22H25MnN6O3S2.

Properties
HOMO level (alpha / beta) (eV): -14.2 / -14.3
Lowest unoccupied orbital energy (alpha / beta) (eV): -7.8 / -5.3
Multiplicity: 5
E (hartree): -3354.534556
Energy above the lowest of the compared OMol25 structures with the same formula, charge and spin (kJ/mol): 0.0
Charge: +2

Element x y z (Å)
Mn1 -0.61 0.28 0.00
C1 0.05 0.82 4.74
O1 -0.10 -0.48 4.12
C2 -0.28 -0.55 2.84
O2 -0.31 0.42 2.07
N1 -0.42 -1.82 2.41
N2 -0.63 -2.05 1.04
H1 -0.37 0.73 5.73
H2 -0.48 1.58 4.17
H3 1.11 1.06 4.80
H4 -0.46 -2.57 3.08
H5 -1.56 -2.43 0.90
H6 0.05 -2.72 0.70
O3 -0.68 -0.29 -1.86
S1 -0.81 -1.19 -3.09
C3 -0.34 -0.15 -4.46
C4 0.23 1.09 -4.23
C5 0.60 1.85 -5.33
C6 0.40 1.37 -6.62
C7 -0.19 0.13 -6.82
C8 -0.57 -0.64 -5.73
C9 0.60 -2.28 -3.01
C10 1.89 -1.76 -2.98
C11 2.96 -2.64 -2.91
C12 2.74 -4.01 -2.87
C13 1.45 -4.52 -2.90
C14 0.36 -3.65 -2.97
H7 0.36 1.46 -3.22
H8 1.05 2.83 -5.19
H9 0.69 1.96 -7.47
H10 -0.36 -0.24 -7.82
H11 -1.05 -1.61 -5.87
H12 2.05 -0.69 -3.04
H13 3.97 -2.25 -2.91
H14 3.58 -4.69 -2.84
H15 1.28 -5.59 -2.88
H16 -0.65 -4.04 -3.01
N3 3.25 1.79 0.55
C15 3.60 0.46 0.49
C16 2.47 -0.20 0.13
N4 1.45 0.71 -0.04
C17 1.96 1.90 0.23
H17 3.87 2.55 0.77
H18 4.60 0.11 0.69
H19 2.34 -1.25 -0.06
H20 1.42 2.83 0.20
C18 -5.23 4.57 -0.20
C19 -3.96 3.80 -0.20
C20 -2.72 4.41 -0.45
C21 -1.60 3.61 -0.44
N5 -1.68 2.30 -0.20
C22 -2.91 1.81 0.01
S2 -2.92 0.09 0.28
N6 -4.03 2.49 0.02
H21 -5.06 5.64 -0.16
H22 -5.86 4.27 0.64
H23 -5.79 4.34 -1.11
H24 -2.65 5.47 -0.64
H25 -0.62 4.03 -0.62

No. 5
ORCA calculation (wB97M-V/def2-TZVPD) on a structure of composition C39H53N3PTaTe at a distorted geometry.

Properties
HOMO level (eV): -13.2
Lowest unoccupied orbital energy (eV): -6.9
E (hartree): -2348.098927
Energy above the lowest of the compared OMol25 structures with the same formula, charge and spin (kJ/mol): 53.3
Charge: +2

Element x y z (Å)
Ta1 1.59 -0.17 -0.64
C1 0.67 4.31 -1.36
C2 0.50 4.79 -0.08
C3 0.67 3.94 1.00
C4 1.01 2.61 0.78
N1 1.14 2.15 -0.48
C5 0.98 2.97 -1.52
C6 1.26 1.66 1.89
C7 1.40 2.07 3.20
C8 1.64 1.12 4.18
C9 1.74 -0.22 3.81
C10 1.59 -0.56 2.48
N2 1.35 0.37 1.55
C11 1.71 -1.95 1.99
C12 1.78 -3.04 2.83
C13 1.94 -4.31 2.30
C14 2.02 -4.47 0.92
C15 1.92 -3.34 0.13
N3 1.76 -2.12 0.65
H1 0.56 4.94 -2.23
H2 0.24 5.83 0.09
H3 0.51 4.31 2.00
H4 1.11 2.54 -2.50
H5 1.36 3.12 3.46
H6 1.77 1.41 5.21
H7 1.96 -0.96 4.56
H8 1.70 -2.92 3.90
H9 2.00 -5.17 2.95
H10 2.15 -5.44 0.47
H11 1.98 -3.41 -0.95
C16 -4.19 -3.98 0.01
C17 -3.49 -3.39 1.24
C18 -2.20 -2.65 0.84
C19 -2.47 -1.89 -0.46
C20 -2.54 -2.93 -1.60
C21 -3.19 -4.24 -1.11
P1 -1.32 -0.47 -0.75
C22 -1.55 0.13 -2.51
C23 -2.96 0.61 -2.93
C24 -3.08 0.73 -4.47
C25 -1.74 1.07 -5.09
C26 -0.75 -0.09 -4.88
C27 -1.07 -0.86 -3.59
C28 -2.07 0.88 0.32
C29 -3.57 1.25 0.09
C30 -4.41 1.17 1.36
C31 -3.84 2.06 2.48
C32 -2.31 1.87 2.61
C33 -1.85 0.64 1.82
H12 -4.97 -3.30 -0.35
H13 -4.70 -4.91 0.28
H14 -3.24 -4.18 1.96
H15 -4.16 -2.69 1.75
H16 -1.39 -3.37 0.67
H17 -1.87 -2.01 1.66
H18 -3.45 -1.40 -0.38
H19 -1.53 -3.14 -1.98
H20 -3.13 -2.53 -2.42
H21 -2.42 -4.93 -0.74
H22 -3.68 -4.73 -1.95
H23 -0.88 1.00 -2.54
H24 -3.16 1.58 -2.48
H25 -3.72 -0.10 -2.58
H26 -3.82 1.50 -4.69
H27 -3.45 -0.20 -4.90
H28 -1.35 1.99 -4.63
H29 -1.85 1.28 -6.15
H30 0.27 0.29 -4.86
H31 -0.81 -0.79 -5.72
H32 -0.20 -1.43 -3.27
H33 -1.86 -1.58 -3.80
H34 -1.46 1.76 0.06
H35 -4.04 0.62 -0.66
H36 -3.62 2.27 -0.29
H37 -4.49 0.14 1.70
H38 -5.43 1.49 1.13
H39 -4.33 1.82 3.42
H40 -4.07 3.10 2.26
H41 -2.03 1.77 3.66
H42 -1.79 2.75 2.21
H43 -2.45 -0.21 2.16
H44 -0.82 0.40 2.04
C34 6.09 2.63 1.04
C35 6.07 1.18 0.54
C36 6.69 0.25 1.59
C37 6.86 1.07 -0.78
C38 4.69 0.77 0.28
C39 3.55 0.42 0.01
H45 7.12 2.95 1.17
H46 5.58 2.73 2.00
H47 5.61 3.30 0.32
H48 7.74 0.52 1.74
H49 6.64 -0.79 1.27
H50 6.18 0.34 2.55
H51 7.90 1.36 -0.61
H52 6.44 1.72 -1.54
H53 6.84 0.05 -1.15
Te1 2.50 -0.73 -2.96

No. 6
ORCA calculation (wB97M-V/def2-TZVPD) on a cluster of 7 separate species, C21H56O7 in total at a distorted geometry.

Properties
HOMO level (eV): -9.8
SMILES string: CC(C)O.CC(C)O.CC(C)O.CC(C)O.CC(C)O.CC(C)O.CC(C)O
Lowest unoccupied orbital energy (eV): 0.6
E (hartree): -1360.314290
Energy above the lowest of the compared OMol25 structures with the same formula, charge and spin (kJ/mol): 222.8
Charge: 0

Element x y z (Å)
C1 -7.80 -0.04 -12.28
C2 -6.61 -0.63 -12.96
C3 -6.65 -2.11 -13.45
O1 -6.37 0.19 -14.07
H1 -8.59 0.05 -13.02
H2 -7.62 0.95 -11.84
H3 -8.11 -0.70 -11.47
H4 -5.76 -0.47 -12.30
H5 -7.42 -2.23 -14.22
H6 -6.75 -2.78 -12.60
H7 -5.72 -2.43 -13.91
H8 -6.23 1.09 -13.77
C4 -2.34 -7.95 -15.29
C5 -3.12 -9.24 -15.32
C6 -2.38 -10.57 -15.36
O2 -3.94 -9.25 -14.18
H9 -1.68 -7.95 -14.42
H10 -2.96 -7.06 -15.21
H11 -1.86 -7.80 -16.25
H12 -3.76 -9.24 -16.20
H13 -1.93 -10.76 -16.33
H14 -2.97 -11.46 -15.11
H15 -1.58 -10.43 -14.64
H16 -3.45 -9.70 -13.49
C7 -6.74 -6.39 -13.14
C8 -7.17 -7.42 -14.19
C9 -6.62 -7.15 -15.61
O3 -6.74 -8.76 -13.80
H17 -7.11 -5.38 -13.33
H18 -5.65 -6.39 -13.17
H19 -7.01 -6.70 -12.12
H20 -8.26 -7.39 -14.22
H21 -5.55 -7.03 -15.47
H22 -7.15 -6.25 -15.93
H23 -6.88 -7.89 -16.37
H24 -5.80 -8.83 -14.00
C10 -11.07 -11.41 -12.88
C11 -9.95 -11.75 -13.84
C12 -8.61 -11.54 -13.25
O4 -10.13 -13.11 -14.07
H25 -10.85 -11.89 -11.92
H26 -12.02 -11.66 -13.34
H27 -11.08 -10.34 -12.67
H28 -10.02 -11.20 -14.78
H29 -8.38 -12.34 -12.53
H30 -8.52 -10.55 -12.82
H31 -7.76 -11.53 -13.94
H32 -10.04 -13.57 -13.24
C13 -7.94 -11.06 -17.09
C14 -6.46 -11.05 -17.50
C15 -5.63 -11.73 -16.39
O5 -6.34 -11.83 -18.67
H33 -8.53 -10.73 -17.95
H34 -8.14 -10.35 -16.29
H35 -8.20 -12.06 -16.75
H36 -6.08 -10.06 -17.72
H37 -6.13 -12.62 -16.03
H38 -5.50 -11.11 -15.50
H39 -4.66 -12.10 -16.72
H40 -6.64 -12.71 -18.45
C16 -10.74 -6.60 -20.49
C17 -10.42 -6.60 -18.98
C18 -8.94 -6.11 -18.67
O6 -11.32 -5.79 -18.25
H41 -11.79 -6.86 -20.63
H42 -10.15 -7.38 -20.96
H43 -10.68 -5.67 -21.06
H44 -10.43 -7.63 -18.64
H45 -8.28 -6.74 -19.28
H46 -8.59 -6.05 -17.64
H47 -8.84 -5.13 -19.14
H48 -12.18 -6.20 -18.36
C19 -10.24 -4.88 -13.78
C20 -11.56 -5.64 -13.55
C21 -11.37 -7.15 -13.73
O7 -11.94 -5.42 -12.22
H49 -9.57 -5.01 -12.94
H50 -10.45 -3.81 -13.89
H51 -9.81 -5.23 -14.72
H52 -12.30 -5.35 -14.29
H53 -10.55 -7.45 -13.08
H54 -11.08 -7.28 -14.77
H55 -12.28 -7.70 -13.46
H56 -12.11 -4.48 -12.12